Entry 1:
C17H19Cl2N5O6S5Ti | ωB97M-V/def2-TZVPD

Values from the calculation:
**Multiplicity**: 2
**Frontier orbital gap (alpha / beta)**: 5.4 / 5.4 eV
**E_HOMO (alpha / beta)**: -3.5 / -3.6 eV
**Energy above the lowest of the compared OMol25 structures with the same formula, charge and spin**: 41.2 kcal/mol
**⟨S²⟩**: 0.772
**Net charge**: -1

Last column: Löwdin charge in e.
Positions of all 55 atoms, in Å:
Ti (-0.152, 0.740, -1.492)  0.69
O (-0.266, 2.195, 2.246)  -0.02
C (-0.545, 1.818, 1.082)  -0.57
O (0.357, 1.459, 0.223)  -0.16
C (-1.902, 1.612, 0.604)  -0.19
C (-3.128, 1.873, 1.217)  0.00
C (-4.289, 1.566, 0.542)  -0.06
C (-4.228, 1.010, -0.761)  0.01
C (-3.000, 0.780, -1.305)  -0.18
N (-1.866, 1.051, -0.633)  -0.04
C (-2.644, 0.239, -2.675)  -0.54
O (-3.470, -0.169, -3.459)  0.09
O (-1.351, 0.279, -2.843)  -0.22
H (-3.135, 2.318, 2.203)  0.12
H (-5.253, 1.748, 1.000)  0.10
H (-5.120, 0.774, -1.324)  0.12
S (2.239, 4.938, -7.020)  0.43
C (1.789, 4.103, -5.668)  -1.54
S (2.613, 2.701, -5.088)  0.88
C (1.611, 2.402, -3.682)  -1.12
C (0.578, 3.247, -3.500)  -1.13
S (-0.555, 3.139, -2.192)  0.62
S (0.437, 4.533, -4.684)  0.88
S (2.007, 1.106, -2.592)  0.59
N (-1.546, -1.805, -0.061)  0.08
C (-0.545, -1.588, 0.978)  -0.29
C (-0.520, -2.739, 1.999)  -0.14
C (0.497, -2.679, 3.152)  -0.19
C (0.437, -1.441, 4.059)  -0.15
N (1.031, -0.221, 3.530)  0.11
C (2.286, -0.056, 3.129)  -0.45
N (2.647, 1.120, 2.624)  0.23
N (3.237, -0.980, 3.402)  0.20
C (0.813, -1.300, 0.287)  -0.54
O (1.855, -1.504, 0.904)  0.04
O (0.752, -0.882, -0.926)  -0.23
H (-2.467, -1.957, 0.333)  0.09
H (-1.307, -2.597, -0.646)  0.09
H (-0.827, -0.672, 1.508)  0.13
H (-0.328, -3.670, 1.458)  0.12
H (-1.528, -2.800, 2.420)  0.11
H (1.484, -2.778, 2.707)  0.08
H (0.325, -3.552, 3.788)  0.11
H (0.923, -1.672, 5.013)  0.12
H (-0.606, -1.212, 4.274)  0.13
H (0.435, 0.579, 3.309)  0.12
H (1.883, 1.756, 2.395)  0.10
H (3.494, 1.181, 2.086)  0.13
H (2.899, -1.916, 3.537)  0.09
H (4.043, -0.941, 2.797)  0.12
Cl (2.953, -2.023, -5.016)  0.49
C (2.044, -2.283, -3.519)  -1.02
Cl (0.336, -1.868, -3.710)  0.60
H (2.449, -1.632, -2.756)  -0.02
H (2.126, -3.331, -3.256)  0.02

Entry 2:
C17H19CoN6O10P2 | ωB97M-V/def2-TZVPD

Values from the calculation:
**Multiplicity**: 2
**Frontier orbital gap (alpha / beta)**: 7.5 / 7.5 eV
**E_HOMO (alpha / beta)**: -5.1 / -5.1 eV
**Energy above the lowest of the compared OMol25 structures with the same formula, charge and spin**: 12.9 kcal/mol
**⟨S²⟩**: 0.754
**Net charge**: -1

Last column: Löwdin charge in e.
Positions of all 55 atoms, in Å:
Co (0.146, 0.255, -0.021)  0.59
C (3.607, -2.497, -2.832)  -0.08
C (3.338, -1.546, -1.675)  -0.59
O (4.587, -1.318, -1.026)  -0.05
P (2.637, 0.051, -2.217)  0.47
O (3.343, 0.313, -3.630)  -0.11
O (3.295, 1.096, -1.242)  -0.13
O (1.156, 0.081, -2.272)  -0.27
P (2.062, -2.295, -0.545)  0.37
O (2.961, -3.200, 0.448)  -0.13
O (1.162, -3.163, -1.345)  -0.30
O (1.493, -1.204, 0.344)  -0.34
H (4.385, -2.079, -3.470)  0.08
H (2.702, -2.667, -3.411)  0.08
H (3.949, -3.455, -2.438)  0.09
H (4.464, -0.614, -0.377)  0.09
H (3.172, 1.205, -3.955)  0.09
H (2.614, 1.495, -0.611)  0.04
H (2.827, -4.127, 0.221)  0.07
O (1.434, 4.060, -0.015)  0.07
C (0.856, 2.990, -0.038)  -0.55
O (1.354, 1.833, 0.246)  -0.10
C (-0.590, 2.924, -0.473)  -0.16
C (-1.357, 4.058, -0.662)  0.01
C (-2.663, 3.902, -1.096)  -0.05
C (-3.137, 2.626, -1.357)  -0.03
C (-2.304, 1.542, -1.142)  -0.06
N (-1.060, 1.692, -0.685)  0.07
H (-0.909, 5.021, -0.464)  0.12
H (-3.304, 4.764, -1.234)  0.11
H (-4.144, 2.458, -1.710)  0.11
H (-2.636, 0.532, -1.330)  0.11
N (1.523, -0.514, 3.142)  0.15
C (0.302, 0.063, 3.335)  -0.36
C (-0.214, 0.207, 4.637)  -0.03
C (-1.422, 0.832, 4.816)  -0.09
C (-2.114, 1.309, 3.706)  -0.08
C (-1.538, 1.119, 2.470)  -0.13
N (-0.357, 0.524, 2.263)  0.11
H (1.870, -1.088, 3.889)  0.09
H (1.728, -0.829, 2.197)  0.06
H (0.350, -0.181, 5.476)  0.10
H (-1.835, 0.941, 5.812)  0.10
H (-3.084, 1.775, 3.789)  0.10
H (-2.072, 1.429, 1.581)  0.09
N (-1.518, -2.285, -1.714)  0.20
C (-2.064, -1.700, -0.628)  -0.50
O (-1.399, -0.896, 0.089)  -0.09
C (-3.438, -1.913, -0.329)  -0.22
C (-4.058, -1.132, 0.673)  -0.25
N (-4.573, -0.496, 1.490)  0.12
C (-4.193, -2.842, -1.075)  -0.27
N (-4.759, -3.611, -1.729)  0.10
H (-2.064, -3.005, -2.161)  0.09
H (-0.511, -2.439, -1.713)  0.05

Entry 3:
C17H19FN4O2S2 | ωB97M-V/def2-TZVPD

Values from the calculation:
**Frontier orbital gap**: 9.1 eV
**E_HOMO**: -8.9 eV
**SMILES**: O=C(Cc1ccc(F)cc1)Nc1nnc(SCC(=O)NC2CCCC2)s1
**Net charge**: 0

Last column: Löwdin charge in e.
Positions of all 45 atoms, in Å:
O (-3.136, -3.100, -1.996)  0.10
C (-2.759, -2.241, -1.241)  -0.46
N (-1.823, -1.321, -1.694)  0.11
C (-1.191, -0.326, -1.019)  -0.59
N (-1.078, -0.217, 0.262)  0.00
N (-0.395, 0.843, 0.656)  -0.04
C (0.036, 1.581, -0.303)  -0.93
S (0.942, 3.036, -0.035)  0.92
C (2.090, 2.926, -1.451)  -0.37
H (2.850, 3.687, -1.272)  0.09
H (1.560, 3.158, -2.375)  0.08
C (2.735, 1.542, -1.569)  -0.61
O (2.861, 1.007, -2.648)  0.05
N (3.130, 1.015, -0.401)  0.08
H (2.949, 1.519, 0.456)  0.12
C (3.664, -0.324, -0.270)  -0.28
C (4.956, -0.322, 0.564)  -0.14
H (5.434, 0.656, 0.555)  0.11
H (5.657, -1.047, 0.149)  0.11
C (4.519, -0.765, 1.958)  -0.20
H (5.348, -1.146, 2.552)  0.11
H (4.062, 0.066, 2.497)  0.11
C (3.471, -1.832, 1.656)  -0.19
H (3.965, -2.753, 1.346)  0.11
H (2.836, -2.053, 2.512)  0.11
C (2.678, -1.240, 0.490)  -0.13
H (2.263, -2.011, -0.157)  0.11
H (1.848, -0.642, 0.871)  0.10
H (3.840, -0.670, -1.291)  0.14
S (-0.407, 0.982, -1.907)  1.10
H (-1.596, -1.414, -2.678)  0.15
C (-3.267, -2.037, 0.163)  -0.06
C (-3.954, -0.699, 0.286)  -0.24
C (-4.831, -0.276, -0.707)  -0.02
C (-5.456, 0.955, -0.622)  0.00
C (-5.194, 1.757, 0.473)  -0.28
C (-4.336, 1.357, 1.481)  0.00
C (-3.719, 0.124, 1.381)  -0.05
H (-3.038, -0.194, 2.153)  0.12
H (-4.155, 2.008, 2.322)  0.12
F (-5.793, 2.964, 0.559)  0.05
H (-6.135, 1.294, -1.388)  0.12
H (-5.029, -0.916, -1.554)  0.12
H (-3.970, -2.845, 0.376)  0.13
H (-2.433, -2.086, 0.862)  0.12

Entry 4:
C17H19N2O | ωB97M-V/def2-TZVPD

Values from the calculation:
**Frontier orbital gap**: 8.4 eV
**E_HOMO**: -11.8 eV
**Energy above the lowest of the compared OMol25 structures with the same formula, charge and spin**: 0.0 kcal/mol
**SMILES**: CO[C@H](c1ccc(C)cc1)[n+]1cn(C)c2ccccc21
**Net charge**: +1

Last column: Löwdin charge in e.
Positions of all 39 atoms, in Å:
C (-4.320, -1.170, 1.596)  -0.05
O (-3.532, 0.026, 1.598)  -0.16
C (-3.688, 0.793, 0.428)  -0.27
C (-2.394, 1.550, 0.198)  -0.16
C (-2.055, 1.977, -1.093)  -0.02
C (-0.885, 2.701, -1.285)  -0.03
C (-0.062, 3.031, -0.201)  -0.27
C (1.124, 3.917, -0.436)  -0.05
C (-0.364, 2.506, 1.057)  -0.02
C (-1.538, 1.793, 1.271)  -0.01
H (-4.221, -1.593, 2.599)  0.10
H (-5.388, -0.988, 1.385)  0.10
H (-3.915, -1.858, 0.838)  0.10
H (-3.888, 0.165, -0.454)  0.17
H (-2.743, 1.747, -1.915)  0.11
H (-0.590, 3.014, -2.290)  0.12
H (1.665, 4.102, 0.493)  0.08
H (1.822, 3.456, -1.141)  0.09
H (0.810, 4.872, -0.872)  0.09
H (0.326, 2.667, 1.884)  0.12
H (-1.813, 1.431, 2.261)  0.12
C (-7.211, 3.242, 2.852)  0.03
N (-6.415, 2.703, 1.761)  -0.02
C (-5.245, 2.062, 1.869)  0.06
N (-4.839, 1.676, 0.635)  0.10
C (-5.782, 2.125, -0.309)  -0.13
C (-6.757, 2.795, 0.395)  -0.14
C (-7.881, 3.326, -0.224)  0.02
C (-7.960, 3.171, -1.620)  -0.04
C (-6.976, 2.458, -2.326)  -0.04
C (-5.859, 1.898, -1.671)  0.02
H (-8.102, 3.705, 2.425)  0.09
H (-7.514, 2.447, 3.540)  0.11
H (-6.638, 3.991, 3.408)  0.11
H (-4.727, 1.786, 2.772)  0.18
H (-8.638, 3.825, 0.383)  0.12
H (-8.802, 3.606, -2.158)  0.12
H (-7.089, 2.341, -3.401)  0.12
H (-5.084, 1.314, -2.171)  0.11